# 1
27
Properties=species:S:1:pos:R:3:forces:R:3 method="wB97M-V/def2-TZVPD" energy_ev=-13134.68143 total_charge=0 relative_energy_kj_mol=589.5
C -3.0261 -1.6568 -0.6560 -1.7270 -0.5921 -0.0300
C 1.8130 -0.9734 -0.0309 1.6582 3.4579 -5.7338
H -0.0619 1.3667 1.7578 -0.2984 1.2473 0.1868
C -0.6383 -1.3526 -0.2342 -0.9631 0.7250 -1.6721
H -3.9616 -2.2326 -1.0565 2.2193 0.9321 0.2374
H -1.3005 -2.3611 -2.0708 -1.3728 0.0106 3.4033
H 0.9452 -1.3532 -1.8800 -1.3056 0.0543 0.9126
C -1.6642 -1.9848 -0.9488 -0.1715 1.0615 -2.1450
H 1.4928 3.1512 1.0084 0.3330 -1.1891 -2.3546
C 1.5126 0.4366 0.4760 0.8193 0.7919 1.3889
C 0.7573 -1.6680 -0.8048 1.1460 -1.2527 -1.5317
N 1.8397 1.5022 -0.5046 -3.0632 -0.9141 -4.3518
H 1.2047 -2.8011 -0.9563 -1.9979 2.2617 0.9715
C -2.3124 0.2396 0.7870 -1.4490 -0.6814 -0.1321
H 1.2600 1.3493 -1.5869 2.1674 0.8689 4.5870
H 1.1975 3.7795 -0.8106 2.8920 -2.9312 2.0252
H 2.3183 0.6710 1.1785 -0.0875 -0.3992 0.4737
H -2.6969 1.2003 1.4330 1.5564 -2.5310 -1.6348
C 1.9463 2.8832 -0.0863 -1.2392 4.0946 2.1587
H 2.7470 -0.9911 -0.7956 -1.5863 0.3160 2.3374
C -0.9371 -0.1698 0.5952 -2.7159 -1.7055 -0.3740
C -3.3968 -0.6063 0.2078 3.0615 0.7097 0.0372
H 0.2298 -0.2157 2.2628 0.8281 -0.4725 0.4229
H 3.0723 3.2995 0.2425 -2.5211 -1.1466 -1.9494
H 1.9660 -1.5190 0.7527 1.5639 -3.1505 4.8387
H -4.4635 -0.3953 0.3338 0.5655 0.0901 0.1837
C 0.1568 0.4015 1.3869 1.6880 0.3444 -2.2559


# 2
27
Properties=species:S:1:pos:R:3:forces:R:3 method="wB97M-V/def2-TZVPD" energy_ev=-13140.35485 total_charge=0 relative_energy_kj_mol=42.1 smiles=Cc1c[nH]c2ccccc12.CC
C 0.7521 -1.9448 -0.8201 -0.5617 -0.9859 1.0614
C -0.4671 -2.3096 -1.3599 0.1238 0.7157 -0.4708
H -2.9732 0.1034 0.4481 0.0482 -0.3230 0.1626
H 3.8869 -1.2899 0.0831 -0.3119 -0.2178 -0.0637
H -2.3596 -1.5099 -2.1229 0.0956 -0.4094 -0.1412
C 1.0611 -0.6054 -0.5920 -0.0536 -0.1300 -0.4176
C 1.9786 1.3881 -0.2131 0.3827 -0.1056 0.2994
H 1.3288 -2.7445 -0.3620 0.3692 0.1926 -0.2813
H 2.9728 -1.0602 1.6016 0.3688 -0.0338 0.0054
C -1.6587 0.8924 1.9865 -0.0572 0.4998 -0.0809
H -1.5407 -0.1262 2.3517 -0.0429 0.1273 0.3059
H 2.6902 2.1931 -0.0925 -0.2777 0.0666 0.3096
H 4.0904 0.1832 0.9410 -0.1580 0.0622 0.3056
H 0.3924 2.4775 -1.0969 0.0641 0.0114 0.0007
H -0.7371 -3.3440 -1.4938 0.0255 -0.1531 0.0991
C -1.0469 0.0291 -1.6439 0.5046 0.7178 0.4772
N 0.7468 1.5928 -0.7826 -0.2532 0.4261 -0.6736
C 2.1778 0.0592 0.0064 0.4128 0.2020 -0.4490
H -0.7106 1.1963 1.5410 -0.0388 -0.2697 -0.3726
H -1.7770 1.6200 2.7905 -0.0948 -0.3444 0.3660
H -2.5892 1.7104 0.2280 -0.7101 0.7048 0.3978
H -1.7490 0.8321 -1.8250 -0.2090 -0.1949 -0.4005
C 0.1877 0.3801 -1.0867 -0.1757 -0.6161 0.3028
C 3.3407 -0.5700 0.6955 0.1214 0.1231 -0.0922
C -2.8522 1.0179 1.0282 0.9345 -1.0640 -0.4931
C -1.3558 -1.3045 -1.7739 -0.4452 0.3210 0.0433
H -3.7894 1.1334 1.5639 -0.0611 0.6773 -0.2004


# 3
27
Properties=species:S:1:pos:R:3:forces:R:3 method="wB97M-V/def2-TZVPD" energy_ev=-13139.26865 total_charge=0 relative_energy_kj_mol=146.9 smiles=Cc1c[nH]c2ccccc12.CC
C -1.6140 -0.9861 2.9932 0.5760 -2.1010 -1.9787
C -0.4849 1.1174 2.2566 -0.1461 0.4267 0.0940
H -0.0135 1.3672 3.2064 -0.2217 -0.0120 -0.2714
H 3.2542 0.7126 -1.8101 0.8892 0.6758 0.7856
C -1.5245 0.8000 -2.1624 -1.6333 -2.0817 -0.2964
N -0.2858 1.9612 1.1675 -0.1336 0.6895 0.5909
H -0.8916 -1.8315 2.7681 -0.9033 0.4983 0.2464
H -1.4725 -0.8366 4.0660 -0.4225 0.7558 -0.3465
C 3.0491 -0.3322 -1.8742 -0.1971 -1.1838 -1.7440
H -0.3867 2.5235 -1.7137 -0.0328 0.0766 0.1333
H 3.7011 -0.7628 -2.6927 -1.1483 0.9465 0.3086
H -0.1331 2.9344 1.4699 -0.0276 -0.6608 -1.1798
H 3.9129 -0.7928 0.1108 -0.5400 -0.2333 -0.5775
H -2.6053 -1.3469 2.6729 0.1548 -0.1937 0.9597
C -1.0069 1.4617 0.0754 0.0699 -2.7559 1.3883
C 3.3236 -1.2700 -0.7113 1.3533 -1.6777 1.2518
H 2.4384 -1.7550 -0.2267 0.5598 0.6241 -0.5537
H -2.6995 -1.5065 0.0968 0.1913 0.3191 -0.5790
C -0.9266 1.6772 -1.3047 0.2950 0.8770 0.6801
C -2.2252 -0.3925 -1.7094 1.5947 3.0800 0.8180
H -1.5373 0.9857 -3.2342 0.2190 0.1032 0.1894
C -1.2922 0.0673 1.9806 0.8839 1.0090 0.7208
H 4.0148 -2.1659 -1.0475 -1.4364 1.7092 0.5573
C -2.2126 -0.6114 -0.3369 -1.6784 -2.7380 -0.6743
H 1.9862 -0.2531 -2.1818 0.4751 -0.8456 -0.0140
C -1.6050 0.1842 0.5762 1.5321 3.4308 -0.3029
H -2.7629 -0.9493 -2.4348 -0.2732 -0.7380 -0.2055


# 4
27
Properties=species:S:1:pos:R:3:forces:R:3 method="wB97M-V/def2-TZVPD" energy_ev=-13133.05043 total_charge=+1 relative_energy_kj_mol=15.1 spin_multiplicity=2 s2=0.77
N 0.8706 2.9598 -0.9294 -0.0237 0.2720 -0.1145
H -1.4361 -6.0019 0.4021 -0.0267 0.2212 0.1379
H -1.8018 -1.2233 0.5817 -0.1632 0.3026 0.0426
H 0.7048 3.8854 -1.2962 -0.5229 -0.0188 0.1758
H -2.4972 -3.3770 1.6037 0.0963 0.0285 0.1424
C 0.0706 -0.3024 0.3366 0.1000 -0.0618 -0.3955
C -2.0405 0.8603 0.0243 0.6300 -0.9095 0.5215
C 2.0831 1.1629 -0.3538 0.4790 -0.8508 0.0499
H 2.9866 -0.5950 0.3786 0.1547 -0.1316 0.3822
C 0.7412 0.8742 -0.0507 0.0544 -0.0224 -0.0447
C -1.3747 2.0089 -0.4121 -1.0440 0.6374 -0.0954
H 0.5680 -1.2409 0.5560 0.2331 0.2577 0.0574
C -1.8380 -4.9819 0.3629 -0.0532 -0.3939 0.0735
C -1.3062 -0.2907 0.3250 -0.2424 -0.3149 0.3686
C 3.2554 0.2418 -0.2487 -0.7052 0.2181 -0.2937
H 2.9263 3.1087 -1.1382 -0.0354 -0.3438 -0.2495
H 4.1425 0.7521 0.1151 0.0955 -0.0673 -0.0075
C -0.0221 2.0056 -0.4104 0.0513 -0.3143 -0.4399
C -2.0977 -4.3880 1.7523 -0.1653 0.5600 -1.1071
H -1.1547 -4.2846 2.2915 -0.3275 -0.2952 0.3784
C 2.0830 2.4665 -0.9051 1.0519 0.6105 0.4250
H -3.0979 0.7912 0.2156 -0.2664 0.4047 -0.4763
H 3.4485 -0.1949 -1.2336 0.2039 0.1892 -0.0379
H -1.9336 2.8598 -0.7753 -0.0559 0.1162 0.1356
H -1.1107 -4.3728 -0.1700 0.0383 0.0296 -0.1841
H -2.8971 -4.9163 2.2595 0.3341 -0.2757 0.4603
H -2.7512 -5.0446 -0.2376 0.1091 0.1524 0.0950


# 5
27
Properties=species:S:1:pos:R:3:forces:R:3 method="wB97M-V/def2-TZVPD" energy_ev=-13130.97917 total_charge=+1 relative_energy_kj_mol=214.9 spin_multiplicity=2 s2=0.78
H -3.8618 -0.8609 -0.7130 0.3664 -0.6408 0.3572
H 0.9898 -0.5408 0.7117 -1.0172 -0.0527 -0.8953
C -0.6343 -0.6845 -3.2778 -1.3640 -0.3892 0.6445
H 3.1098 1.5442 3.5243 0.0751 0.8201 0.0340
H 2.7733 0.6187 2.0118 -0.6518 0.9040 1.5378
C -0.3844 -0.7000 -1.0607 -0.8825 0.7722 1.9665
H -2.8154 -0.9562 -3.1415 -0.3395 -0.2358 -0.5031
C -1.0514 -0.8638 1.2319 -1.3241 0.2252 2.0194
H 1.0725 2.9879 2.6112 0.2367 -0.2669 0.1730
C -2.8259 -1.0087 -0.3818 0.4258 0.1228 0.1335
C 0.2895 -0.3935 -2.3195 -3.0890 -2.3637 -0.0963
C 2.3085 1.1252 2.9444 -0.9282 -4.0407 0.4886
H 0.1747 1.5803 3.1861 -0.0777 0.0710 0.5013
C -0.0382 -0.6916 0.2846 1.4744 0.3117 -0.8658
H 2.0962 0.1418 -3.4365 -1.1306 -0.8525 0.6657
H -3.1807 -1.3845 1.5751 -0.7071 0.0434 1.8630
N -1.9271 -1.0147 -2.6862 2.7760 1.7299 2.4170
H 0.7227 1.6209 1.5205 0.4860 0.5702 1.5839
C -2.4066 -1.1489 0.9231 0.8066 0.6560 -1.4122
H 1.7267 1.1703 -2.1815 -0.5455 -1.8385 0.2674
C 1.0309 1.8930 2.6074 -0.3078 0.0244 -2.4261
H 2.4390 -0.4297 -1.8370 -0.9319 -0.2388 0.2148
H -0.5708 -0.8020 -4.3308 0.2758 0.2998 -0.6298
H 1.9371 0.2051 3.6715 1.1410 1.9636 -1.9006
C -1.7867 -0.8743 -1.3073 0.3057 -0.7451 -3.5012
C 1.6152 0.0243 -2.4155 5.1686 4.0660 -1.5823
H -0.8028 -0.5573 2.2856 -0.2413 -0.9156 -1.0549


# 6
28
Properties=species:S:1:pos:R:3:forces:R:3 method="wB97M-V/def2-TZVPD" energy_ev=-14622.85132 total_charge=+1 relative_energy_kj_mol=85.7
H -2.7111 -2.5951 -1.2373 -0.0150 -0.0800 -0.0406
C 0.9604 0.8772 -1.4501 0.0298 -0.0133 -0.0335
H 0.4113 1.4408 1.9249 -0.0338 0.0109 0.0816
N 2.5120 -1.1246 0.0332 1.0900 -0.2269 -0.5799
H -4.1457 0.8361 0.8601 -0.0639 0.0473 0.0617
C 3.5324 -1.0452 -0.6878 0.1796 -0.2739 0.1996
H -0.0613 -1.1592 1.8982 -0.0770 0.0721 -0.0341
H 0.7195 0.0703 -2.1380 -0.0163 -0.0254 -0.0417
C 0.7353 1.7029 0.9215 -0.0260 0.0834 0.0387
H 1.2976 -2.1984 2.1671 -0.0741 0.0412 -0.0025
C -3.5812 -0.9365 -0.1939 0.1256 0.0927 0.0420
N 0.8834 -1.4228 1.6681 0.4859 -0.6349 0.4052
C -2.0421 0.7720 0.5101 0.2862 0.0017 -0.0836
H -4.5846 -1.3281 -0.2453 -0.1083 -0.0174 0.0008
H 1.8075 1.8865 0.9303 0.0530 0.0217 -0.0042
C -0.9797 0.0787 -0.0706 -0.5992 -0.1384 0.0224
H 4.3753 -0.4327 -0.3948 0.0819 0.1744 0.0647
H -1.8776 1.7247 0.9894 0.0436 0.0809 0.0733
C -2.5281 -1.6474 -0.7544 -0.0272 -0.0472 -0.0259
H -0.4322 -1.7058 -1.1356 0.0806 -0.0735 -0.0917
H 0.2531 2.6384 0.6429 -0.0733 0.1157 -0.0308
H 3.6196 -1.6641 -1.5690 -0.0238 -0.0979 -0.2049
C -1.2456 -1.1418 -0.7014 -0.0004 0.1904 0.0651
H 2.0411 1.0170 -1.4190 0.0183 0.0990 0.0011
C 0.3877 0.6425 -0.0838 1.9087 -2.0383 0.7122
H 0.5263 1.7947 -1.8503 -0.0203 0.0349 -0.0160
C 1.4553 -0.8779 0.6257 -2.9893 2.7238 -0.5711
C -3.3307 0.2732 0.4322 -0.2353 -0.1230 -0.0080


# 7
28
Properties=species:S:1:pos:R:3:forces:R:3 method="wB97M-V/def2-TZVPD" energy_ev=-14617.68207 total_charge=+1 relative_energy_kj_mol=584.5 smiles="C#CN[C@H]1CC[C@H](C#C)C[C@H]1[NH+]=C"
C -3.6380 -2.2926 0.8219 -0.7886 -0.3253 -0.6153
H -0.8348 -1.0015 1.2264 -0.0529 0.0198 0.8795
H -2.7806 0.7396 -0.2218 0.2028 -2.2221 0.7620
H -1.0879 -2.1564 -0.8488 1.0727 0.3595 -0.5713
C 1.0501 -1.5345 -0.4269 2.4040 0.9473 -3.3250
C 4.1879 -0.3783 1.0100 -0.2098 -0.8938 -0.6928
C 1.8862 -0.1906 -0.2709 -1.0100 0.3809 0.0645
H 5.1643 -0.4393 1.4947 -0.9001 0.1201 -0.3197
H -0.6832 3.5806 -1.7602 -0.0215 -0.5243 0.0794
H -4.2529 -3.1511 0.8192 0.0430 -0.5419 0.3335
H -0.6134 1.2625 -1.6411 0.4139 -0.5573 -1.2015
N -0.4818 1.7438 -0.7821 -2.1817 2.3346 0.6430
C -3.1719 -1.2946 0.3462 -0.5488 0.7212 0.4378
H -0.9039 1.2462 1.2557 -0.3102 1.6731 0.4504
C -1.0102 -0.4526 0.3230 -0.8866 0.2999 -2.7413
H -0.7360 3.6751 0.1046 0.3489 -1.0915 -0.6731
H 1.5703 1.9289 0.6354 -0.8171 -2.2163 0.0627
H 1.0798 -2.0195 0.4770 0.5030 -1.4757 2.1685
C 3.1772 -0.5225 0.3458 1.1023 1.5397 0.9780
N -2.4508 -0.1937 0.1577 0.8465 1.1546 -0.5746
H -0.2794 -0.7169 -1.7649 -1.0561 -0.6686 0.7107
C 1.1131 0.8415 0.6828 1.9031 0.2428 0.2267
C -0.6390 3.0360 -0.8132 0.1691 -0.6817 0.7835
C -0.3939 0.8721 0.4001 2.6002 1.2521 1.4237
H 2.0820 0.3170 -1.2669 -0.3299 -0.7799 0.8810
C -0.3929 -1.2816 -0.7852 -0.1368 0.0767 -1.3748
H 1.2996 0.4636 1.7083 -0.3040 0.3295 -0.4433
H 1.7401 -2.0812 -1.2269 -2.0554 0.5266 1.6478


# 8
28
Properties=species:S:1:pos:R:3:forces:R:3 method="wB97M-V/def2-TZVPD" energy_ev=-15185.20643 total_charge=0 relative_energy_kj_mol=262.0 smiles=Cc1c[nH]c2ccccc12.CCO
H 2.6787 0.1597 -0.6322 -0.9514 -0.7216 1.0711
C 0.1472 -1.0854 -0.9801 -2.8565 -1.0200 -0.9283
H -2.4028 -2.7752 0.7975 1.5904 2.0166 -1.2386
C 0.5158 -1.3265 1.4067 6.4966 2.4213 -0.5744
H -0.5379 2.5988 -3.7863 0.7554 -1.0686 -3.6464
C -0.6147 2.8542 -2.8226 -2.1373 1.7389 3.3892
H -3.0927 3.4674 -2.5564 0.6790 -3.5023 0.6692
H -1.6021 -1.9026 -1.7538 -0.4025 -0.3811 1.0458
C 1.7283 -1.0287 2.2280 -3.6732 -0.1985 1.2447
H -0.9840 3.9063 -2.8242 0.3365 -0.4423 0.1663
H 0.2909 2.8452 -2.2672 0.9622 -0.1845 0.1942
C 0.8853 -0.8537 0.0871 1.2456 0.0772 1.8189
H 0.7038 -1.3142 4.1267 -1.9627 0.2417 -0.0635
C -1.0739 -1.7839 -0.7932 -0.0678 1.2723 0.1666
C 2.5514 -0.3596 1.4692 4.9988 2.0535 -1.9051
O -2.9891 2.4232 -2.4211 -2.4139 4.4016 -0.9702
H 2.0693 -0.3663 4.2476 1.2000 2.8143 1.1799
C -0.5913 -1.9450 1.6457 -6.5610 -2.5647 -0.8794
H 3.6312 0.0739 1.6640 -2.5508 -0.9054 -0.0072
C -1.5077 -2.0431 0.5174 -0.4968 -3.2171 0.6742
H 0.3536 -0.6806 -1.9303 0.5485 0.1334 -1.1021
H 2.1623 -1.9808 4.1122 0.1673 0.0672 -0.5224
H -1.7627 1.0585 -2.6373 0.8267 -1.3088 0.2187
H -1.0485 -2.5039 2.5113 1.4150 1.1833 -0.3962
H -1.5799 1.9320 -1.0880 0.4371 -0.2559 0.6628
N 2.1359 -0.2787 0.1355 0.4204 0.4707 0.4152
C 1.6320 -1.0952 3.6950 1.4389 -3.7153 -0.0164
C -1.6984 2.0040 -2.1512 0.5554 0.5940 -0.6667